{
  "formula": "C29H39N15OPbS",
  "method": "ωB97M-V/def2-TZVPD",
  "species": ["H", "N", "C", "H", "C", "N", "H", "C", "H", "C", "H", "C", "H", "N", "H", "H", "C", "C", "C", "C", "C", "N", "C", "H", "H", "O", "H", "C", "H", "H", "C", "H", "N", "H", "C", "H", "N", "H", "Pb", "C", "H", "C", "C", "H", "C", "C", "H", "C", "H", "N", "H", "N", "N", "H", "C", "H", "C", "H", "C", "N", "S", "H", "N", "H", "H", "H", "H", "N", "N", "H", "H", "C", "C", "C", "N", "H", "H", "H", "H", "C", "H", "C", "N", "H", "C", "H"],
  "xyz": [[-3.111695, 1.604717, -2.101486], [-1.180343, -1.633454, 1.851212], [4.907932, 2.325201, 1.430761], [3.024542, -0.772352, 0.133614], [-0.829705, -3.578175, 3.225928], [-2.017491, -0.152460, -2.139394], [-2.849638, 0.581145, 0.344698], [3.230926, -3.518580, 2.082418], [0.247213, 3.297006, -4.230334], [-0.229828, 6.457623, -0.616866], [-0.293779, 6.560691, -1.695849], [0.244839, 4.920734, 1.174656], [-2.261910, 3.164349, 4.560097], [-1.091828, 1.142563, 2.292674], [1.040396, 5.657453, -3.497576], [-0.312016, -5.342059, 4.363384], [-0.103941, 4.087354, -1.058511], [-1.259477, 3.242506, 4.979920], [-2.028938, -1.528105, -2.620043], [3.654692, -2.530088, 1.229408], [-2.454125, -1.655772, 2.153416], [1.479234, -1.561335, 1.188438], [0.429786, 0.208067, -5.173268], [-1.252718, 2.742189, 5.954342], [-3.002761, -1.783917, -3.055233], [1.428758, -0.312593, -1.835795], [2.058322, -5.310271, 3.711131], [1.089343, 2.615726, 4.426568], [0.324806, 2.074692, -2.938430], [-1.327985, 0.394427, -2.643253], [2.640699, 1.920551, 1.041178], [-2.414523, -2.398569, -0.677565], [6.046444, 2.180670, 1.543495], [2.186901, 4.326312, -3.266902], [2.733857, -1.561869, 0.810409], [-0.775763, 4.908900, 1.574529], [-0.010165, 0.746059, -6.088401], [-3.802778, 0.359806, -3.165777], [-0.110560, 0.160761, 0.126827], [-3.016833, -2.618462, 2.999112], [-1.233274, 6.610202, -0.197156], [-3.299571, 0.533482, -2.199346], [1.033279, -2.526378, 2.005754], [1.659170, 2.201112, 3.597456], [-0.081276, 3.054632, -3.223160], [-1.717709, -2.533402, -1.508578], [0.721775, 3.968747, 1.397233], [1.425471, 4.932316, -2.773849], [0.439991, 7.222833, -0.222542], [1.573500, -2.930284, -4.175577], [-1.853184, -3.547239, -1.914049], [-0.377966, -2.319638, -0.990821], [0.366821, 4.072565, -2.305925], [3.900609, -4.290711, 2.431546], [-0.728969, 1.841043, 3.133574], [-5.254745, 0.411350, -1.282276], [-0.360170, -2.555771, 2.365854], [-4.074316, -2.581905, 3.207766], [0.943247, -0.454054, -4.042780], [0.277231, 5.145635, -0.254164], [-1.191621, 2.927495, -0.521626], [4.670262, -2.492307, 0.869870], [-0.312299, 2.638123, 4.071257], [1.878118, 5.453097, -1.933921], [1.432615, 3.631286, 4.627148], [0.806061, 5.725497, 1.650591], [-1.169822, 2.997814, -3.205375], [3.649156, 2.576307, 1.346523], [1.580970, 1.458462, 0.837500], [-3.067593, -0.879845, 1.719062], [-1.279227, -1.658143, -3.406837], [1.888468, -3.539471, 2.497563], [-4.228344, 0.110209, -1.048599], [1.313766, -1.809817, -4.180958], [-3.858348, 0.671329, 0.240155], [0.315645, -2.298624, -1.732787], [-2.590777, -4.342186, 4.197720], [-0.122418, -3.063174, -0.354192], [-4.207731, -0.980230, -0.959300], [-2.200710, -3.581546, 3.537527], [-4.043630, 1.670333, 0.240326], [0.071050, -4.565776, 3.717668], [0.980063, 0.230194, -2.917668], [-1.009025, 4.295388, 5.126827], [1.377703, -4.546583, 3.365203], [1.261896, 2.002525, 5.315860]],
  "atomic_forces_ev_per_a": [[-0.014, -0.014, -0.081], [0.200, -0.023, -0.072], [0.717, -0.428, -0.019], [0.088, 0.086, -0.085], [-0.049, 0.425, -0.312], [0.010, 0.201, -0.171], [-0.100, 0.159, 0.063], [-0.082, 0.267, -0.180], [0.054, 0.098, -0.036], [0.007, 0.080, -0.076], [0.022, 0.054, -0.042], [0.028, -0.054, 0.185], [0.078, 0.076, 0.024], [-0.535, 0.018, 0.291], [0.072, 0.005, 0.038], [-0.042, -0.070, 0.078], [-0.280, 0.021, -0.298], [-0.290, 0.113, 0.256], [0.002, -0.318, 0.301], [-0.027, -0.209, 0.115], [-0.120, -0.102, 0.113], [-0.084, 0.174, 0.018], [-0.334, 0.524, -0.522], [0.036, 0.004, -0.048], [0.060, 0.056, -0.031], [-0.072, -0.014, -1.322], [0.044, -0.077, 0.093], [0.428, -0.037, 0.136], [-0.191, 0.502, -0.173], [-0.045, -0.030, 0.020], [-0.975, -0.500, -0.114], [-0.119, -0.031, -0.041], [0.631, -0.108, 0.049], [-0.020, 0.006, 0.002], [0.252, -0.088, -0.034], [-0.019, -0.004, -0.013], [-0.081, 0.113, -0.186], [0.018, 0.007, 0.081], [-0.943, -0.779, -0.949], [0.100, -0.152, 0.097], [0.028, 0.011, -0.020], [-0.471, -0.090, 0.005], [0.443, -0.580, 0.305], [0.044, 0.073, 0.014], [-0.239, -0.374, -0.266], [-0.166, -0.116, -0.393], [-0.025, 0.011, 0.071], [0.302, 0.281, -0.052], [-0.048, 0.054, -0.043], [0.035, -0.130, -0.095], [-0.075, 0.080, 0.054], [0.113, -0.244, -0.052], [-0.077, 0.181, 0.471], [0.112, -0.043, 0.022], [-0.226, -0.242, -0.262], [0.091, -0.109, 0.045], [-0.340, -0.607, 0.466], [-0.089, -0.047, 0.052], [0.318, 0.137, 0.701], [0.263, 0.014, 0.073], [-0.272, 0.218, 0.084], [0.096, 0.036, -0.006], [0.216, 0.500, 0.338], [0.000, -0.005, -0.061], [0.013, -0.015, -0.048], [0.034, 0.002, 0.027], [-0.019, 0.010, -0.082], [-0.218, 1.375, 0.276], [1.199, 0.590, 0.412], [-0.173, 0.076, 0.012], [-0.106, -0.003, -0.015], [-0.127, 0.461, -0.275], [0.148, 0.055, -0.450], [0.309, -0.653, 0.489], [0.105, 0.122, 0.172], [0.019, -0.085, 0.022], [-0.057, -0.092, 0.056], [0.051, -0.050, -0.004], [-0.161, -0.004, -0.086], [-0.012, 0.197, -0.111], [0.086, -0.051, 0.046], [0.450, -0.138, 0.012], [0.418, -0.538, 0.810], [-0.033, -0.046, -0.029], [-0.372, -0.187, 0.141], [-0.011, 0.011, 0.017]],
  "gap_ha": 0.2655,
  "max_force_ev_per_a": 1.55,
  "e_homo_ev": -7.7,
  "charge": 0,
  "total_energy_ev": -71185.2069
}